[1]
{"formula": "C17H18N2O6P2Pt", "method": "wB97M-V/def2-TZVPD", "relative_energy_kcal_mol": 10.51, "lumo_ev": [-6.664, -9.962], "e_homo_ev": [-14.86, -14.72], "energy_ev": -54996.3922, "total_charge": 2, "homo_lumo_gap_ev": [8.20, 4.76], "s2": 6.07, "multiplicity": 5, "symbols": ["Pt", "P", "P", "O", "O", "O", "O", "O", "O", "N", "N", "C", "C", "C", "C", "C", "C", "C", "C", "C", "C", "C", "C", "C", "C", "C", "C", "C", "H", "H", "H", "H", "H", "H", "H", "H", "H", "H", "H", "H", "H", "H", "H", "H", "H", "H"], "coordinates": [[-0.714, 0.514, 0.534], [-2.711, -0.626, -0.950], [-1.701, 2.063, -1.414], [-2.014, 2.459, -0.012], [-1.259, -1.100, -1.027], [-3.092, -0.226, 0.431], [-0.313, 1.444, -1.495], [-1.881, 3.181, -2.529], [-3.671, -1.676, -1.640], [-2.102, 0.348, -3.399], [1.742, -0.147, 0.859], [0.537, -1.980, 3.795], [-0.613, -1.983, 4.562], [-1.564, -0.186, 3.256], [-2.811, 0.779, -2.160], [2.764, 0.090, 0.042], [5.072, -0.320, -0.647], [2.631, 0.983, -1.050], [4.895, 0.523, -1.723], [0.649, -1.076, 2.735], [-4.208, 1.262, -2.443], [-1.655, -1.088, 4.306], [-0.445, -0.224, 2.428], [3.091, -1.528, 2.253], [4.035, -0.542, 0.271], [1.852, -0.928, 1.928], [3.677, 1.197, -1.904], [4.164, -1.343, 1.424], [1.332, -2.676, 4.019], [6.019, -0.817, -0.498], [-2.539, -1.090, 4.928], [5.694, 0.682, -2.429], [-2.370, 0.512, 3.063], [-1.769, 4.094, -2.264], [-0.690, -2.662, 5.399], [-1.859, 1.171, -3.972], [5.121, -1.796, 1.643], [1.681, 1.476, -1.180], [-1.230, -0.122, -3.089], [-4.118, -2.265, -1.031], [3.182, -2.127, 3.143], [-2.673, -0.314, -3.945], [3.568, 1.887, -2.725], [-4.644, 1.657, -1.527], [-4.853, 0.454, -2.787], [-4.206, 2.065, -3.180]]}

[2]
{"formula": "C3H4BrF", "method": "wB97M-V/def2-TZVPD", "relative_energy_kcal_mol": 51.49, "lumo_ev": 0.592, "smiles": "C=C(Br)CF", "e_homo_ev": -10.04, "energy_ev": -75932.8784, "homo_lumo_gap_ev": 10.63, "multiplicity": 1, "symbols": ["Br", "F", "C", "C", "C", "H", "H", "H", "H"], "coordinates": [[-2.266, 0.125, -0.059], [1.988, 1.491, 0.058], [0.483, 1.096, -0.162], [-0.092, -1.526, 0.189], [-0.464, -0.301, -0.025], [0.937, -1.706, 0.120], [0.337, 1.560, -1.069], [-0.874, -2.394, 0.186], [-0.049, 1.655, 0.763]]}

[3]
{"formula": "C2H4NP", "method": "wB97M-V/def2-TZVPD", "relative_energy_kcal_mol": 62.02, "lumo_ev": [-0.927, -0.891], "e_homo_ev": [-8.27, -8.24], "energy_ev": -12913.8395, "homo_lumo_gap_ev": [7.35, 7.35], "multiplicity": 1, "symbols": ["P", "N", "C", "C", "H", "H", "H", "H"], "coordinates": [[-3.555, -0.517, 0.155], [-0.773, 0.859, 0.750], [1.382, -0.011, -0.409], [0.204, 0.508, 0.252], [2.181, -0.526, 0.247], [-2.470, -0.437, 1.226], [1.996, 0.792, -0.900], [1.034, -0.668, -1.321]]}

[4]
{"formula": "C3H5NO3", "method": "wB97M-V/def2-TZVPD", "relative_energy_kcal_mol": 85.10, "lumo_ev": 0.636, "smiles": "CON(C=O)C=O", "e_homo_ev": -10.56, "energy_ev": -10821.9977, "homo_lumo_gap_ev": 11.20, "multiplicity": 1, "symbols": ["O", "O", "O", "N", "C", "C", "C", "H", "H", "H", "H", "H"], "coordinates": [[0.535, -0.172, -1.003], [1.625, 1.738, 0.804], [-2.057, -0.279, -1.101], [-0.181, 0.599, -0.108], [0.429, 1.423, 0.758], [-1.592, 0.482, -0.336], [0.849, -1.456, -0.344], [1.603, -2.007, -0.945], [-0.025, -2.091, -0.093], [1.350, -1.243, 0.507], [-2.153, 1.100, 0.493], [-0.384, 1.906, 1.369]]}

[5]
{"formula": "C9H18N2O3", "method": "wB97M-V/def2-TZVPD", "relative_energy_kcal_mol": 168.37, "lumo_ev": 0.353, "e_homo_ev": -9.41, "energy_ev": -18741.7149, "homo_lumo_gap_ev": 9.76, "multiplicity": 1, "symbols": ["O", "O", "O", "N", "N", "C", "C", "C", "C", "C", "C", "C", "C", "C", "H", "H", "H", "H", "H", "H", "H", "H", "H", "H", "H", "H", "H", "H", "H", "H", "H", "H"], "coordinates": [[1.557, -1.077, -1.799], [-0.227, 2.736, 0.497], [-1.947, 2.619, -0.932], [3.263, 1.319, 0.279], [0.840, 0.588, -0.471], [-3.569, -1.521, -0.054], [1.788, -0.245, -0.941], [3.593, -1.118, 0.555], [-1.043, 2.149, -0.287], [-2.788, -0.501, -0.693], [-1.507, -0.676, 1.485], [-1.443, -0.460, -0.106], [-0.609, 0.659, -0.696], [3.101, -0.030, -0.445], [-4.931, -1.314, 0.084], [-3.413, -2.331, -1.025], [4.618, -0.825, 1.002], [-2.689, -0.736, -1.842], [3.539, -2.083, 0.114], [2.987, -1.001, 1.547], [4.294, 1.195, 0.604], [1.050, 0.876, 0.509], [-2.136, 0.185, 1.802], [-0.842, -1.283, -0.527], [3.943, -0.076, -1.310], [-2.263, -1.764, 1.481], [-0.870, 3.534, 0.895], [3.240, 2.119, -0.457], [-3.122, -1.795, 1.103], [-3.244, 0.512, -0.592], [-0.472, -0.634, 1.980], [-0.697, 0.979, -1.760]]}

[6]
{"formula": "C4H8NO", "method": "wB97M-V/def2-TZVPD", "relative_energy_kcal_mol": 102.63, "lumo_ev": -4.757, "smiles": "CC1=[N+](CO)C1", "e_homo_ev": -15.32, "energy_ev": -7803.6525, "total_charge": 1, "homo_lumo_gap_ev": 10.56, "multiplicity": 1, "symbols": ["O", "N", "C", "C", "C", "C", "H", "H", "H", "H", "H", "H", "H", "H"], "coordinates": [[-0.704, 1.848, -0.873], [0.351, -0.110, -0.369], [0.154, -0.503, 0.841], [-0.222, 0.676, -1.430], [-0.853, -0.617, 1.882], [1.554, -0.876, -0.038], [-1.154, 0.202, -1.911], [-1.875, -0.146, 1.486], [2.109, -1.733, -0.854], [0.712, 1.009, -2.120], [-1.254, -1.690, 1.876], [2.325, -0.313, 0.358], [-0.683, 2.474, -1.634], [-0.460, -0.222, 2.787]]}

[7]
{"formula": "C12H16N6S2Tc", "method": "wB97M-V/def2-TZVPD", "lumo_ev": [-8.794, -9.132], "e_homo_ev": [-14.87, -14.84], "energy_ev": -45497.5124, "total_charge": 2, "homo_lumo_gap_ev": [6.07, 5.71], "s2": 1.24, "multiplicity": 2, "symbols": ["Tc", "S", "S", "N", "N", "N", "N", "N", "N", "C", "C", "C", "C", "C", "C", "C", "C", "C", "C", "C", "C", "H", "H", "H", "H", "H", "H", "H", "H", "H", "H", "H", "H", "H", "H", "H", "H"], "coordinates": [[0.041, -0.054, 0.080], [1.565, -1.629, -0.736], [0.567, -0.893, 2.188], [-3.367, -3.097, -1.364], [3.140, 3.601, 0.729], [1.405, 1.503, 0.322], [-1.492, -1.388, -0.302], [-3.399, -4.328, 0.568], [1.420, 4.993, 1.297], [3.587, 2.428, 0.371], [1.805, -2.104, 1.926], [3.354, -3.346, 0.368], [2.260, -2.394, 0.682], [0.948, 2.698, 0.667], [-2.918, -2.088, -2.063], [2.730, 1.349, 0.183], [1.830, 3.792, 0.907], [-1.987, -1.197, -1.534], [-1.940, -2.411, 0.404], [-2.925, -3.297, -0.119], [2.274, -2.768, 3.171], [3.331, -2.579, 3.347], [2.120, 5.702, 1.457], [-0.124, 2.833, 0.762], [-1.511, -2.584, 1.379], [1.714, -2.390, 4.022], [2.125, -3.845, 3.107], [-3.291, -1.987, -3.072], [-4.107, -4.911, 0.149], [-3.110, -4.520, 1.512], [0.456, 5.210, 1.483], [3.111, 0.375, -0.073], [4.184, -2.815, -0.097], [-1.635, -0.343, -2.104], [3.717, -3.846, 1.258], [3.026, -4.092, -0.353], [4.652, 2.337, 0.224]]}